# 1
{"formula": "C11H25CeF6N3O2PS4Se2", "method": "ωB97M-V/def2-TZVPD", "spin_multiplicity": 2, "charge": 0, "e_above_lowest_kj_mol": 0.0, "lumo_ev": [0.0, 0.1], "species": ["Ce", "C", "C", "N", "C", "C", "N", "C", "C", "N", "H", "H", "H", "H", "H", "H", "H", "H", "H", "H", "H", "H", "H", "H", "H", "O", "C", "C", "C", "O", "C", "Se", "C", "Se", "H", "H", "H", "H", "H", "H", "H", "H", "H", "H", "S", "S", "S", "S", "F", "P", "F", "F", "F", "F", "F"], "xyz": [[-0.789798, -1.041954, 0.378416], [2.015653, -2.733774, 2.011391], [1.584506, -1.628559, 2.953764], [1.122983, -0.407800, 2.214674], [2.272460, 0.244094, 1.546112], [2.809532, -0.390877, 0.272332], [1.877090, -1.175452, -0.502792], [2.320760, -2.549592, -0.903875], [1.458979, -3.585687, -0.227560], [0.934539, -3.014308, 1.004186], [2.854525, -2.586939, 1.348920], [2.250200, -3.582793, 2.676378], [0.812497, -2.025711, 3.588319], [2.471399, -1.340821, 3.575344], [0.793001, 0.302011, 2.901138], [2.050658, 1.277442, 1.314575], [3.083033, 0.308721, 2.241704], [2.965967, 0.497514, -0.392990], [3.753540, -0.962686, 0.376478], [1.685485, -0.704104, -1.403292], [2.276783, -2.683868, -1.987038], [3.404109, -2.633241, -0.690782], [0.613817, -3.734901, -0.862744], [1.965854, -4.546966, -0.021796], [0.158624, -3.606494, 1.354978], [-2.425504, 5.266197, -2.026304], [-1.172348, 4.958458, -1.411262], [-0.974082, 3.535712, -0.854540], [0.156180, 3.765445, 0.221854], [0.465659, 2.659917, 1.068969], [-2.337045, 2.822739, -0.489681], [-2.341860, 1.769887, 1.167607], [-0.230250, 2.811191, -2.018941], [0.014411, 0.843818, -1.846781], [-2.633556, 4.622259, -2.687429], [-1.132270, 5.660485, -0.587800], [-0.356528, 5.247954, -2.117265], [-0.056899, 4.674615, 0.851587], [1.054742, 4.030894, -0.376987], [0.276541, 1.891202, 0.453398], [-2.545344, 2.136571, -1.274115], [-3.110428, 3.571038, -0.473799], [0.818195, 3.201488, -2.157685], [-0.781045, 2.916471, -2.956490], [-4.221209, 0.622726, 0.599033], [-4.659666, -0.430885, 2.255255], [-3.383210, -2.125982, 1.977875], [-1.664190, -1.429529, 2.815915], [-1.801757, -3.447320, -0.356779], [-2.259683, -3.029439, -1.881960], [-0.890127, -2.073395, -1.997387], [-2.629043, -2.422600, -3.349048], [-3.571396, -3.854641, -1.732158], [-2.974477, -1.676788, -1.152435], [-1.380000, -4.211764, -2.428504]], "atomic_forces_ev_per_a": [[0.504, 0.225, -1.273], [-1.456, -0.882, -0.372], [1.349, 1.254, -0.499], [0.118, 0.236, 0.299], [0.053, -0.107, 0.200], [0.469, 1.156, -1.510], [-1.007, -1.364, -1.909], [1.172, 0.806, 0.120], [0.084, -0.324, 0.628], [-1.021, -0.541, 1.376], [0.581, 0.545, 0.644], [-0.091, -0.093, -0.516], [-0.425, 0.116, 0.251], [-0.640, -0.304, -0.199], [0.073, -0.855, -0.562], [-0.528, -0.039, 0.131], [0.796, -0.034, 0.669], [0.676, -0.624, 0.612], [-0.402, 0.550, 0.216], [0.259, 0.045, 0.865], [-0.285, 0.190, 0.055], [-0.411, -0.195, 0.168], [-0.555, -0.581, -0.438], [-0.048, 0.326, -0.404], [0.940, 0.222, 0.099], [0.299, 0.135, 0.774], [-0.509, 1.015, -0.338], [1.465, -0.265, -0.483], [-0.242, 1.010, 0.299], [-0.938, -0.480, -1.258], [1.431, 1.054, 0.247], [0.095, -0.106, -0.008], [0.322, -0.828, -0.048], [-0.269, 0.724, 0.274], [-0.086, -0.606, -0.750], [0.022, 0.256, 0.198], [-0.332, -0.478, 0.525], [-0.003, -1.085, -0.263], [-0.388, -0.049, 0.399], [0.573, 0.589, 0.678], [-0.198, -0.707, -0.687], [-0.375, 0.194, 0.371], [-1.324, -0.101, 0.118], [0.039, 0.152, 0.036], [-0.050, 0.532, -0.202], [0.536, -0.789, -0.313], [-0.759, 0.707, 0.362], [-0.052, -0.374, 1.437], [0.528, 0.206, 0.541], [-0.274, 2.213, -1.495], [0.453, -0.047, 0.872], [-0.191, -1.061, 1.168], [-0.294, -0.206, -0.205], [0.554, -0.703, -0.415], [-0.239, -0.627, -0.485]], "nbo_charge": [0.41, -0.23, -0.22, -0.63, -0.25, -0.24, -0.67, -0.23, -0.23, -0.63, 0.21, 0.21, 0.24, 0.20, 0.41, 0.25, 0.19, 0.23, 0.19, 0.44, 0.23, 0.19, 0.24, 0.20, 0.41, -0.71, -0.05, -0.14, -0.06, -0.77, -0.56, 0.38, -0.52, -0.24, 0.46, 0.18, 0.18, 0.18, 0.17, 0.50, 0.24, 0.25, 0.22, 0.21, -0.01, 0.05, 0.10, -0.36, -0.53, 2.63, -0.53, -0.55, -0.54, -0.52, -0.55]}

***

# 2
{"formula": "C4H33InO17", "method": "ωB97M-V/def2-TZVPD", "charge": 0, "lumo_ev": -1.6, "species": ["In", "C", "C", "C", "O", "H", "H", "H", "H", "H", "H", "H", "C", "O", "O", "O", "O", "H", "H", "O", "H", "H", "O", "H", "H", "O", "H", "H", "O", "H", "H", "O", "H", "H", "O", "H", "H", "O", "H", "H", "O", "H", "H", "O", "H", "H", "O", "H", "H", "O", "H", "H", "O", "H", "H"], "xyz": [[1.366473, 0.440073, 1.187855], [-0.518527, 2.488073, 3.280855], [-0.898527, 2.479073, 1.806855], [-1.210527, 3.899073, 1.206855], [0.229473, 2.011073, 1.163855], [-0.871527, 1.571073, 3.719855], [-1.135527, 3.204073, 3.764855], [0.563473, 2.649073, 3.433855], [-1.607527, 1.717073, 1.494855], [-2.202527, 4.227073, 1.504855], [-1.043527, 3.891073, 0.113855], [-0.428527, 4.578073, 1.642855], [0.084473, -0.634927, -0.622145], [-0.077527, -0.757927, 0.740855], [-1.018527, -0.692927, -1.388145], [1.140473, -0.075927, -0.825145], [-2.888527, -0.712927, 0.479855], [-2.053527, -0.653927, -0.044145], [-2.603527, -0.882927, 1.396855], [2.704473, -1.244927, 1.374855], [3.635473, -0.985927, 1.378855], [2.708473, -1.850927, 0.615855], [2.944473, 1.431073, 0.268855], [3.348473, 0.948073, -0.496145], [3.357473, 2.298073, 0.216855], [-1.716527, -3.124927, -1.085145], [-2.054527, -3.490927, -1.912145], [-1.340527, -2.252927, -1.254145], [-3.203527, -0.570927, -2.618145], [-2.400527, -0.725927, -2.107145], [-2.982527, -1.019927, -3.427145], [-0.469527, -1.721927, -4.093145], [-0.459527, -1.150927, -3.344145], [0.233473, -1.479927, -4.674145], [-2.106527, -1.247927, 2.893855], [-2.648527, -0.632927, 3.418855], [-2.186527, -2.064927, 3.356855], [0.645473, 0.940073, -3.415145], [-0.010527, 1.611073, -3.672145], [0.520473, 0.746073, -2.479145], [-1.453527, 1.855073, -1.427145], [-1.356527, 0.909073, -1.405145], [-0.963527, 2.125073, -0.674145], [0.160473, -3.135927, 1.509855], [-0.296527, -3.797927, 1.021855], [0.031473, -2.246927, 1.119855], [2.190473, -1.214927, -3.319145], [1.622473, -0.450927, -3.354145], [2.554473, -1.272927, -2.425145], [4.034473, -0.716927, -1.255145], [4.378473, -1.563927, -0.905145], [4.445473, -0.751927, -2.122145], [0.621473, -0.638927, 3.224855], [-0.207527, -1.063927, 3.044855], [0.893473, -1.185927, 3.959855]], "atomic_forces_ev_per_a": [[0.062, 1.485, 2.913], [-1.225, -0.117, -0.173], [0.639, 0.516, -0.383], [1.421, -0.701, 0.837], [2.177, 0.900, -1.624], [0.471, -0.715, 0.284], [-0.145, 1.138, 0.810], [-0.657, 0.080, -0.092], [-1.269, 0.336, 0.713], [-0.068, 0.142, -0.227], [-0.504, 0.053, 0.594], [-0.767, -0.355, -0.346], [-6.947, 0.506, 1.970], [-2.765, -2.752, -2.770], [6.276, -0.578, 2.090], [3.309, 0.642, -4.166], [0.389, 0.467, 0.100], [-1.540, -0.187, 0.824], [-0.170, -0.069, -1.196], [1.597, -0.546, -0.178], [0.166, 0.206, 0.439], [-0.939, -0.169, 0.128], [2.425, 0.395, -1.388], [-0.530, -0.158, 0.526], [-0.385, 0.401, 0.452], [0.001, -1.436, 0.318], [0.219, 0.377, 0.150], [-0.494, -0.273, -0.410], [-0.327, 0.081, -0.085], [-0.903, 0.122, -0.050], [-0.076, -0.220, -0.771], [-1.405, -1.458, -0.662], [0.187, 0.798, 0.700], [0.694, 0.342, -0.254], [0.163, 1.165, 1.130], [0.229, -0.098, -0.300], [-0.180, -1.332, 0.283], [0.009, 0.642, -0.481], [0.180, -0.510, 0.441], [-0.322, 0.582, 0.046], [-0.453, 1.035, -1.078], [-0.515, -0.613, -0.298], [0.767, 0.581, 1.157], [1.269, 0.120, 1.361], [-0.788, -0.400, -0.918], [-0.567, -0.602, -0.076], [1.371, -1.186, 0.103], [-0.228, 0.667, -0.117], [-0.631, 0.243, -0.417], [0.813, -1.069, 0.647], [-0.228, 0.579, 0.079], [-0.110, 0.521, -0.708], [1.027, 0.501, 0.726], [-1.627, -0.109, -1.014], [0.902, 0.031, 0.358]], "mulliken_charge": [1.85, -1.30, 0.82, -1.31, -0.59, 0.23, 0.50, 0.16, 0.23, 0.34, 0.41, 0.33, -0.25, -0.01, 0.67, -0.47, -0.79, 0.21, 0.59, -0.64, 0.37, 0.30, -0.49, 0.24, 0.32, -0.68, 0.27, 0.16, -0.70, 0.26, 0.34, -0.65, 0.16, 0.31, -0.67, 0.28, 0.25, -0.73, 0.35, 0.27, -0.79, -0.13, 0.50, -0.81, 0.32, 0.22, -0.73, 0.41, 0.33, -0.61, 0.25, 0.30, -0.62, 0.07, 0.36]}

***

# 3
{"formula": "CH13MnO9", "method": "ωB97M-V/def2-TZVPD", "spin_multiplicity": 6, "charge": 1, "e_above_lowest_kj_mol": 5.9, "lumo_ev": [-3.5, -3.5], "species": ["Mn", "C", "O", "O", "O", "H", "O", "H", "H", "O", "H", "H", "O", "H", "H", "O", "H", "H", "O", "H", "H", "O", "H", "H"], "xyz": [[3.016000, -15.884000, -19.128000], [4.814000, -15.821000, -17.403000], [3.780000, -16.401000, -17.177000], [5.792000, -16.000000, -16.516000], [4.942000, -15.129000, -18.424000], [5.410000, -16.521000, -15.828000], [2.206000, -17.957000, -19.175000], [1.888000, -18.306000, -19.992000], [1.575000, -18.277000, -18.449000], [1.143000, -15.801000, -17.399000], [1.132000, -16.514000, -16.741000], [0.290000, -15.348000, -17.403000], [1.129000, -15.493000, -20.411000], [0.668000, -14.689000, -20.598000], [0.390000, -16.091000, -20.390000], [4.858000, -17.370000, -19.966000], [4.867000, -17.958000, -20.717000], [5.555000, -17.691000, -19.419000], [3.793000, -15.008000, -21.162000], [4.723000, -14.942000, -21.411000], [3.314000, -14.973000, -21.975000], [2.529000, -13.733000, -18.687000], [1.682000, -13.604000, -18.299000], [2.973000, -13.038000, -18.207000]], "atomic_forces_ev_per_a": [[0.733, 0.404, 0.087], [2.278, 1.157, -0.136], [-4.319, -2.671, 1.009], [1.390, 1.166, -0.825], [1.178, 0.911, -0.701], [-0.310, -0.677, 0.917], [-1.196, -0.282, 2.287], [-0.395, -0.661, -0.877], [1.385, 0.648, -1.627], [-0.225, -0.155, -0.227], [-0.062, 0.574, 0.003], [-0.004, -0.444, 0.323], [0.120, -0.460, -0.011], [0.080, 1.395, -0.279], [-0.322, -0.975, 0.142], [-0.797, 0.362, -0.657], [-0.092, -0.282, -0.434], [0.865, -0.187, 0.899], [0.377, -0.103, 0.610], [0.061, -0.055, 0.374], [-0.626, 0.074, -0.824], [0.057, 0.383, -0.310], [-1.544, -0.321, 0.293], [1.371, 0.201, -0.038]], "nbo_charge": [1.55, 0.95, -0.82, -0.67, -0.78, 0.49, -0.95, 0.49, 0.51, -0.97, 0.51, 0.49, -0.95, 0.50, 0.49, -0.95, 0.49, 0.50, -0.96, 0.51, 0.49, -0.93, 0.48, 0.51]}

***

# 4
{"formula": "C2H5NO2P", "method": "ωB97M-V/def2-TZVPD", "charge": -1, "e_above_lowest_kj_mol": 0.0, "lumo_ev": 4.1, "species": ["C", "C", "N", "O", "O", "P", "H", "H", "H", "H", "H"], "xyz": [[1.817135, 0.367049, 0.464784], [0.510235, 0.540821, 0.603572], [-1.724304, -1.118427, -0.282538], [0.090338, -0.153114, -2.026435], [-1.505975, 1.458829, -0.827230], [-0.601998, 0.245207, -0.785606], [2.551906, 0.474578, 1.155826], [2.416390, 0.089382, -0.446985], [0.050766, 0.798084, 1.681173], [-2.350916, -0.742759, 0.411637], [-1.253578, -1.959650, 0.051803]], "atomic_forces_ev_per_a": [[0.030, -0.536, -2.590], [-0.303, -0.413, 2.160], [1.662, 1.170, -0.529], [0.967, -0.712, -0.030], [0.381, -0.709, 0.507], [-3.383, 0.570, -0.341], [1.535, 0.679, 2.998], [-1.736, 0.165, 0.167], [1.076, -0.470, -2.596], [-0.097, -0.080, 0.265], [-0.133, 0.336, -0.010]], "nbo_charge": [-0.40, -0.58, -1.19, -1.16, -1.19, 2.25, 0.16, 0.20, 0.21, 0.36, 0.35]}

***

# 5
{"formula": "C24H26As2N3RuSSe", "method": "ωB97M-V/def2-TZVPD", "spin_multiplicity": 6, "charge": 0, "e_above_lowest_kj_mol": 18.8, "lumo_ev": [0.5, -1.5], "species": ["Ru", "C", "As", "C", "C", "C", "C", "C", "C", "C", "As", "C", "C", "H", "H", "H", "H", "H", "H", "H", "H", "H", "H", "H", "H", "H", "H", "H", "H", "Se", "C", "N", "C", "C", "C", "C", "N", "C", "S", "N", "H", "H", "H", "H", "H", "C", "C", "C", "C", "C", "C", "C", "C", "H", "H", "H", "H", "H"], "xyz": [[0.261805, -0.410836, 0.543208], [-0.952802, 3.264903, 1.898697], [-0.827182, 2.014165, 0.446665], [-2.692963, 1.616529, 0.095487], [-0.476546, 3.151208, -1.097265], [-0.763723, 4.512164, -1.072800], [-0.664920, 5.269551, -2.233916], [-0.290516, 4.665542, -3.425675], [0.027878, 3.312853, -3.446737], [-0.043398, 2.555095, -2.282653], [0.642066, 0.731521, -2.159044], [0.896535, 0.194591, -3.996008], [2.475162, 1.288689, -1.785946], [-1.741660, 3.978203, 1.670066], [-0.003235, 3.775518, 2.036566], [-1.206087, 2.698293, 2.788351], [-3.217479, 2.552327, -0.089701], [-3.093954, 1.097867, 0.963118], [-2.754214, 0.966170, -0.773068], [-1.078040, 4.995241, -0.157397], [-0.892312, 6.327678, -2.207160], [-0.231468, 5.247621, -4.336909], [0.344767, 2.859411, -4.377639], [1.550132, 0.911380, -4.489256], [-0.055754, 0.119830, -4.515432], [1.371376, -0.785970, -3.977373], [2.746909, 2.076464, -2.487672], [3.129154, 0.424870, -1.879690], [2.542421, 1.659214, -0.764760], [1.553048, 0.209950, 3.118761], [-0.272322, 0.185899, 3.108576], [-1.419783, 0.132073, 2.912741], [-0.359558, -6.591784, 0.759301], [-0.377118, -5.120329, 1.053466], [0.174328, -4.615711, 2.234917], [0.168691, -3.255109, 2.402805], [-0.377556, -2.453240, 1.484326], [-0.880491, -3.014843, 0.376709], [-1.428706, -1.835044, -0.785784], [-0.907371, -4.327856, 0.125089], [-0.700445, -7.168268, 1.619846], [0.660319, -6.912330, 0.535026], [-0.988155, -6.806808, -0.100924], [0.602370, -5.271607, 2.979851], [0.597821, -2.772471, 3.272355], [2.029647, -1.345456, -0.046331], [2.433636, -2.193570, -0.825228], [2.900921, -3.226108, -1.721647], [4.267862, -3.425209, -1.922194], [4.708665, -4.416681, -2.787176], [3.789518, -5.213914, -3.459403], [2.427953, -5.018597, -3.261463], [1.980233, -4.029489, -2.396098], [4.975265, -2.801135, -1.391420], [5.770552, -4.567452, -2.935263], [4.133920, -5.986839, -4.135098], [1.707490, -5.640267, -3.778070], [0.921715, -3.875323, -2.221656]], "atomic_forces_ev_per_a": [[0.094, -0.372, -0.026], [0.030, 0.125, 0.045], [-0.039, -0.130, -0.187], [0.028, 0.100, 0.059], [-0.038, -0.004, 0.021], [-0.030, 0.024, -0.144], [0.006, -0.053, 0.013], [0.003, -0.055, 0.041], [-0.010, 0.100, 0.042], [0.006, 0.016, -0.111], [0.184, 0.139, 0.551], [-0.083, -0.101, -0.160], [0.014, -0.001, -0.075], [-0.019, 0.062, 0.099], [0.019, 0.016, 0.028], [-0.022, 0.030, 0.065], [-0.089, -0.015, -0.001], [-0.024, -0.013, 0.016], [-0.026, -0.008, -0.041], [-0.007, -0.009, 0.024], [0.002, -0.014, -0.002], [-0.002, -0.005, 0.019], [0.011, -0.014, 0.000], [0.020, -0.035, -0.096], [-0.012, -0.005, -0.026], [0.009, 0.015, -0.032], [0.075, 0.001, 0.002], [0.016, 0.015, -0.013], [-0.006, 0.023, 0.030], [-0.409, 0.020, -0.143], [0.138, -0.098, -0.011], [-0.016, 0.122, 0.118], [0.005, 0.028, 0.029], [-0.027, -0.136, -0.096], [-0.033, -0.148, 0.003], [-0.122, 0.194, -0.034], [0.386, -0.142, 0.017], [-0.227, 0.012, -0.214], [0.190, -0.044, 0.216], [0.033, 0.234, 0.151], [-0.006, 0.015, 0.000], [0.000, 0.025, -0.004], [-0.007, 0.013, 0.014], [-0.003, 0.007, -0.021], [0.030, 0.045, -0.024], [-0.274, 0.218, -0.180], [0.346, -0.525, -0.227], [-0.041, 0.367, 0.281], [0.083, -0.084, -0.083], [-0.093, 0.049, 0.037], [-0.008, 0.029, 0.019], [-0.017, 0.068, 0.069], [-0.024, -0.090, -0.038], [-0.005, -0.012, -0.009], [-0.017, 0.001, -0.001], [-0.006, 0.012, 0.015], [0.018, 0.005, -0.002], [-0.004, -0.014, -0.027]], "nbo_charge": [1.05, -0.94, 0.98, -0.93, -0.38, -0.21, -0.20, -0.20, -0.24, -0.23, 0.99, -0.95, -0.94, 0.22, 0.25, 0.27, 0.22, 0.26, 0.25, 0.21, 0.22, 0.22, 0.21, 0.22, 0.24, 0.25, 0.22, 0.25, 0.24, -0.15, -0.01, -0.48, -0.65, 0.30, -0.33, 0.12, -0.56, 0.29, -0.20, -0.49, 0.22, 0.23, 0.24, 0.23, 0.22, -0.39, -0.11, -0.15, -0.17, -0.21, -0.21, -0.23, -0.13, 0.22, 0.21, 0.21, 0.22, 0.23]}

***

What are the M values for these records? In order: 802.606 468.109 224.044 106.041 718.434 g mol⁻¹.
What are the E values for these records? In order: -232942.8527 -44663.3112 -50992.8186 -17031.5164 -230216.7594 eV.